Entry 1:
Entry from the OMol25 dataset: a structure of composition C47H62N2OP2S3SiTl (ωB97M-V/def2-TZVPD).

Computed properties:
Relative energy (zero: lowest compared OMol25 entry of this formula, charge and spin), eV: 0.5365
Total charge: -1
LUMO energy, eV: 2.1

Structure (XYZ):
```
119
Properties=species:S:1:pos:R:3:mulliken_charge:R:1
Tl 1.33425 1.86037 -0.30714 1.215
C -0.19830 -0.81425 -3.35802 -1.537
Si -0.69449 -0.20286 -1.59256 0.064
C -2.62539 0.00635 -1.73785 0.915
C -3.29822 -0.42676 -2.88816 -0.086
C -4.66778 -0.30804 -3.04438 -0.933
C -5.42912 0.23250 -2.02201 -0.963
C -4.80157 0.68385 -0.87437 -1.017
C -3.41439 0.62064 -0.72712 0.134
P -2.64559 1.27594 0.83344 0.689
C -3.48841 0.03368 1.98385 -0.290
C -3.00467 -1.36638 1.58638 0.700
C -3.60625 -2.45070 2.47714 -1.488
C -3.27606 -2.18495 3.94332 -0.260
C -3.78999 -0.80545 4.34400 -1.157
C -3.17606 0.28313 3.46169 0.084
C -3.80996 2.77495 1.11384 0.795
C -3.96311 3.65844 -0.13862 -1.842
C -2.71807 3.89182 -0.97459 0.323
C -2.02037 5.49736 1.36559 -0.919
C -2.11838 4.33735 2.34822 -0.486
C -3.46561 3.62786 2.34597 -1.205
C -0.68314 -1.93785 -0.69217 0.369
C -1.68486 -2.87166 -0.97771 -0.335
C -1.70794 -4.12881 -0.39961 -0.898
C -0.69632 -4.49891 0.47369 -1.272
C 0.30428 -3.59626 0.78585 -0.379
C 0.32190 -2.31514 0.22286 1.226
P 1.49468 -0.98293 0.69176 -0.801
C 3.24554 -1.64020 0.59994 -0.019
C 3.67436 -2.90556 1.35590 -0.031
C 4.98741 -3.42302 0.76688 -1.179
C 4.75052 -3.97969 -0.64565 -0.800
C 3.61687 -3.21777 -1.35198 -0.601
C 3.59972 -1.75893 -0.90406 0.292
C 1.08706 -0.73732 2.50792 2.096
C 1.97784 0.38660 3.08867 0.027
C 2.95892 -0.13602 4.13300 -0.738
C 2.21982 -0.74946 5.33215 -0.905
C 0.90637 -1.42414 4.90151 -0.776
C 0.99653 -1.93291 3.46269 -0.228
H -0.68805 -1.75516 -3.62930 0.590
H -0.44357 -0.06561 -4.11705 0.301
H 0.88007 -0.97944 -3.40046 0.078
H -2.72321 -0.88345 -3.68640 0.357
H -5.14903 -0.65535 -3.95192 0.390
H -6.50601 0.30708 -2.11853 0.409
H -5.41902 1.09858 -0.08529 0.312
H -4.57530 0.08534 1.83722 0.695
H -3.26400 -1.56461 0.54652 0.219
H -1.91364 -1.40391 1.65800 -0.801
H -4.69409 -2.46619 2.34571 0.381
H -3.21941 -3.42660 2.17180 0.392
H -3.72369 -2.95364 4.57966 0.451
H -2.19032 -2.22446 4.08216 -0.126
H -4.87986 -0.78349 4.23383 0.337
H -3.56047 -0.60674 5.39466 0.508
H -3.57030 1.24939 3.77801 -0.209
H -2.09019 0.30453 3.60420 0.095
H -4.79565 2.34420 1.32800 0.522
H -4.68659 3.18564 -0.80536 0.565
H -4.38431 4.62587 0.15483 0.585
H -2.16118 2.96602 -1.12851 -0.479
H -2.99893 4.27720 -1.95195 0.475
H -1.22483 6.17499 1.67927 0.408
H -2.95572 6.05963 1.32998 0.347
H -1.32342 3.61443 2.16751 0.072
H -1.95047 4.74467 3.34969 0.540
H -3.50926 2.99831 3.23572 0.066
H -4.25238 4.38436 2.46187 0.619
H -2.48299 -2.58960 -1.65709 0.272
H -2.51250 -4.82034 -0.62439 0.380
H -0.69204 -5.48622 0.92120 0.351
H 1.07953 -3.91030 1.46916 0.110
H 3.81182 -0.79458 1.01123 0.550
H 3.81010 -2.68544 2.41579 0.249
H 2.92937 -3.69582 1.26448 -0.161
H 5.70281 -2.59694 0.72988 0.379
H 5.41561 -4.19516 1.41071 0.447
H 5.67349 -3.89566 -1.22579 0.336
H 4.49758 -5.04188 -0.59054 0.381
H 3.74893 -3.27555 -2.43448 0.573
H 2.64955 -3.67094 -1.12106 0.058
H 4.58642 -1.32413 -1.09099 0.625
H 2.88212 -1.18980 -1.49941 -0.707
H 0.07175 -0.33061 2.41247 -1.832
H 2.53766 0.88513 2.29468 -0.291
H 1.35454 1.15510 3.55681 0.584
H 3.61114 -0.88398 3.67353 -0.020
H 3.59745 0.68298 4.46822 0.585
H 2.87035 -1.47973 5.82167 0.294
H 1.99879 0.03031 6.06489 0.375
H 0.67305 -2.25243 5.57570 0.594
H 0.08088 -0.70852 4.96937 0.105
H 1.86687 -2.58641 3.37391 0.025
H 0.10986 -2.52214 3.22371 0.264
S -1.51646 5.12714 -0.34928 -0.172
C 0.88451 2.57532 -4.48488 -0.214
N 2.06378 1.96069 -4.55626 0.919
C 2.59320 1.65589 -5.80929 0.027
C 3.77347 0.98469 -6.10839 -0.455
C 4.06840 0.74631 -7.43811 -0.765
C 3.21494 1.17328 -8.45430 -0.468
C 2.04441 1.85189 -8.16096 -0.466
C 1.74396 2.08789 -6.82703 0.613
S 0.34791 2.84332 -6.10091 -0.183
H 4.42358 0.63616 -5.31635 0.423
H 4.97534 0.21599 -7.69558 0.368
H 3.46658 0.96200 -9.48495 0.365
H 1.37348 2.18517 -8.94068 0.399
C 3.72240 2.72049 -2.88982 -1.150
C 2.75177 1.66415 -3.30367 -0.627
O 2.42431 0.70421 -2.67032 -0.068
H 4.23439 2.41880 -1.97863 0.325
H 3.17048 3.64525 -2.70408 0.328
H 4.43925 2.91519 -3.69031 0.434
S 4.21719 4.64339 3.04436 -0.541
C 3.76304 3.60108 1.88922 0.158
N 3.42871 2.83786 1.06242 -0.659
```


Entry 2:
Entry from the OMol25 dataset: the molecule C3H6N2 (ωB97M-V/def2-TZVPD).

Computed properties:
Relative energy (zero: lowest compared OMol25 entry of this formula, charge and spin), eV: 1.6810
SMILES: C1=NNCC1
Total charge: 0
LUMO energy, eV: 1.2

Structure (XYZ):
```
11
Properties=species:S:1:pos:R:3:mulliken_charge:R:1
C -0.28607 -1.30659 -0.16584 -0.122
N 0.80494 -1.34387 0.45639 -0.493
N 1.18260 0.01975 0.63926 -0.083
C 0.15308 0.97655 0.20480 -0.447
C -0.75407 0.05763 -0.61847 -0.345
H -0.86564 -2.22950 -0.41905 0.359
H 1.98323 0.13454 1.17227 0.171
H -0.44262 1.36094 1.08887 0.181
H 0.67290 1.81421 -0.25091 0.274
H -0.65032 0.18130 -1.69007 0.234
H -1.79803 0.33504 -0.41725 0.272
```


Entry 3:
Entry from the OMol25 dataset: a cluster of 2 separate species, C8H17N4PS in total (ωB97M-V/def2-TZVPD).

Computed properties:
Relative energy (zero: lowest compared OMol25 entry of this formula, charge and spin), eV: 3.8834
SMILES: CCP(S)/N=C(/N)NC#N.C/C=C\C
Total charge: 0
LUMO energy, eV: 0.5

Structure (XYZ):
```
31
Properties=species:S:1:pos:R:3:mulliken_charge:R:1
C -3.07678 2.29179 0.06053 -0.937
C -1.58768 2.67044 0.17676 -0.541
P -0.55058 1.17607 -0.04462 0.008
S -0.77721 0.96559 -2.21501 -0.316
N 0.95712 1.91526 0.31887 -0.536
C 2.07371 1.30987 0.29632 0.522
N 3.21829 1.87848 0.83615 -0.458
N 2.29345 0.14593 -0.54286 0.058
C 3.52030 -0.43337 -0.64208 0.416
N 4.56383 -0.88325 -0.74603 -0.456
H -3.19201 1.78853 -0.90664 0.245
H -3.59161 1.70214 0.80740 0.313
H -3.52321 3.33088 0.08186 0.328
H -1.30146 2.96588 1.25021 0.274
H -1.39567 3.45424 -0.47950 0.435
H -1.90003 0.07020 -2.15186 0.152
H 2.95971 2.68431 1.34408 0.253
H 3.97691 1.29831 1.13224 0.219
H 1.40196 -0.12632 -0.90001 -0.054
C 0.23198 -3.15512 -1.05852 -1.352
C -0.90047 -2.40066 -0.56109 -0.198
C -1.12027 -1.66457 0.51676 -0.052
C -0.16912 -1.73727 1.66128 -0.856
H 1.13088 -3.00519 -0.52578 0.286
H 0.18700 -4.27511 -1.07834 0.318
H 0.60449 -2.92658 -2.10777 0.281
H -1.71079 -2.43240 -1.25928 0.411
H -2.16414 -1.50262 0.83625 0.391
H -0.86658 -1.95959 2.52491 0.298
H 0.59112 -2.47887 1.55386 0.399
H 0.11684 -0.66702 1.82189 0.148
```


Entry 4:
Entry from the OMol25 dataset: a structure of composition C15H37Br6O3PSi2 (ωB97M-V/def2-TZVPD).

Computed properties:
Total charge: 0
LUMO energy, eV: 0.4

Structure (XYZ):
```
64
Properties=species:S:1:pos:R:3:mulliken_charge:R:1
C -2.21049 5.83712 3.96590 -0.876
C -0.98160 6.00612 2.86641 -0.483
C -0.42223 4.49500 2.47054 -0.103
O -1.22346 3.81061 1.44353 -0.368
Si -1.00501 2.03511 1.55435 0.152
C 0.88092 1.53912 1.55104 0.485
C 1.08782 0.47823 2.76431 -0.632
C 1.88848 -0.89572 2.42803 -0.499
O 2.23217 -1.13287 1.02422 -0.085
C 1.67066 -2.38802 0.50260 -0.615
O -1.92144 1.35321 0.21641 -0.294
Si -1.43502 -0.29901 -0.14730 0.694
P -2.90443 -1.29527 -1.51267 0.071
C -3.82173 -2.62879 -0.42904 -0.726
C -1.87809 -2.38432 -2.75557 -0.732
H -2.95283 5.05034 3.49670 0.206
H -1.73596 5.50679 4.98426 0.253
H -2.77110 6.86934 4.09861 0.305
H -1.40421 6.60516 1.94550 0.293
H -0.07170 6.58673 3.36707 0.269
H -0.28094 3.80005 3.40853 0.296
H 0.66033 4.68129 2.00304 -0.003
H -1.57837 1.62589 2.82944 -0.081
H 1.46472 2.53501 1.85144 -0.219
H 1.28919 1.22978 0.50304 0.137
H 1.69447 1.03137 3.63119 0.275
H 0.04286 0.19894 3.26844 0.290
H 2.91275 -0.88599 3.03501 0.208
H 1.26223 -1.78889 2.91345 0.300
H 1.39038 -2.17418 -0.63818 0.075
H 0.63342 -2.66173 1.01756 0.303
H 2.41412 -3.30576 0.53955 0.275
H -1.16699 -1.12921 1.02272 -0.220
H -0.18104 -0.23399 -0.92405 -0.219
H -3.97301 -3.64882 -1.00703 0.149
H -3.06796 -2.84502 0.46633 0.261
H -4.83480 -2.18022 -0.01570 0.227
H -1.12378 -1.69530 -3.32826 0.262
H -2.60477 -2.99318 -3.47128 0.224
H -1.27342 -3.13582 -2.05861 0.202
Br 5.13334 -3.57824 -2.65934 -0.177
C 5.34130 -1.63981 -2.63522 -0.629
C 4.03530 -0.95391 -2.30693 0.418
Br 2.83797 -0.94144 -3.84678 -0.125
H 5.75134 -1.35050 -3.60669 0.434
H 6.08554 -1.44368 -1.85819 0.388
H 4.20288 0.10089 -2.06994 -0.362
H 3.49235 -1.42481 -1.48339 0.025
Br -6.61311 -3.43641 -2.67500 -0.121
C -6.47230 -4.79773 -4.06364 -0.566
C -5.91716 -6.08921 -3.50885 -0.582
Br -3.98872 -5.97101 -3.24053 -0.149
H -5.86361 -4.37308 -4.86660 0.370
H -7.49445 -4.94146 -4.42512 0.328
H -6.05411 -6.90607 -4.22357 0.351
H -6.35670 -6.37434 -2.54954 0.365
Br 5.79744 2.41110 -1.73484 -0.156
C 4.29073 2.63757 -0.51833 -0.141
C 4.74346 3.17986 0.81764 -0.454
Br 5.58011 1.78763 1.89772 -0.142
H 3.79002 1.66821 -0.44621 -0.108
H 3.62678 3.34872 -1.01791 0.399
H 3.88602 3.51840 1.40674 0.139
H 5.46541 3.99619 0.73299 0.438
```


Entry 5:
Entry from the OMol25 dataset: the molecule C4H6N2O (ωB97M-V/def2-TZVPD).

Computed properties:
Relative energy (zero: lowest compared OMol25 entry of this formula, charge and spin), eV: 0.5560
SMILES: Cc1ncc(O)[nH]1
Total charge: 0
LUMO energy, eV: 0.7

Structure (XYZ):
```
13
Properties=species:S:1:pos:R:3:mulliken_charge:R:1
C 2.17632 -0.16763 0.13317 -1.023
C 0.71783 -0.09337 -0.17568 0.466
N 0.15036 -0.43772 -1.29990 -0.614
C -1.20639 -0.23574 -1.12768 -0.381
C -1.44105 0.22626 0.13386 0.401
O -2.54693 0.55341 0.84546 -0.528
N -0.21796 0.32768 0.73999 -0.083
H 2.65703 -0.76205 -0.64617 0.282
H 2.35589 -0.65172 1.09996 0.311
H 2.65082 0.82017 0.15457 0.266
H -1.92203 -0.44255 -1.91245 0.385
H -3.31393 0.20254 0.37680 0.329
H -0.05997 0.66072 1.67808 0.188
```


Entry 6:
Entry from the OMol25 dataset: the molecule C5H8O3 (ωB97M-V/def2-TZVPD).

Computed properties:
Relative energy (zero: lowest compared OMol25 entry of this formula, charge and spin), eV: 5.3951
SMILES: C=CO[C@@H](C=C)OO
Total charge: 0
LUMO energy, eV: 0.9

Structure (XYZ):
```
16
Properties=species:S:1:pos:R:3:mulliken_charge:R:1
C 0.62636 -2.95592 -0.49555 -0.759
C 0.23279 -1.73294 -0.79724 0.163
O -0.63077 -0.96229 0.07589 -0.395
C -0.31220 0.36966 -0.00210 0.500
C -0.81333 1.14511 1.17623 -0.320
C -1.42064 2.30323 1.06055 -0.682
O 1.16290 0.29465 -0.02323 -0.176
O 1.75410 1.51298 -0.45506 -0.383
H 0.90680 -3.64361 -1.27261 0.259
H 0.48398 -3.37097 0.49095 0.256
H 0.29295 -1.30231 -1.79896 0.247
H -0.61307 0.83306 -0.96026 0.187
H -0.58638 0.70442 2.14037 0.273
H -1.83618 2.82844 1.90952 0.277
H -1.62759 2.73165 0.08921 0.240
H 2.38026 1.24483 -1.13773 0.313
```


| no. | HOMO level (eV) |
| --- | --- |
| 1 | -3.251 |
| 2 | -8.073 |
| 3 | -8.160 |
| 4 | -8.031 |
| 5 | -8.032 |
| 6 | -9.522 |